An isolated molecule of C3H5N3. Source: the OMol25 dataset; level of theory: wB97M-V/def2-TZVPD.

Output
**E**: -7661.7468 eV
**Gap between HOMO and LUMO**: 0.3435 Eh
**Structure (SMILES)**: Nc1cc[nH]n1
**LUMO energy**: 1.17 eV
**HOMO**: -8.2 eV
**Energy relative to the best compared isomer or geometry (same formula, charge and spin)**: 68.4 kJ/mol

XYZ file:
```
11
Properties=species:S:1:pos:R:3:forces:R:3:lowdin_charge:R:1
N 1.67634 -0.93589 0.54855 0.10 -0.07 -0.01 0.104
C 0.56624 -0.30348 0.03312 -0.01 0.07 0.03 -0.446
N 0.63008 0.45953 -1.03929 -0.03 -0.19 0.31 0.055
N -0.55339 1.14666 -1.03888 -0.25 -0.13 -0.08 -0.058
C -1.37178 0.73291 -0.02815 0.04 -0.07 -0.01 -0.128
C -0.70981 -0.23225 0.66980 0.02 0.09 0.05 -0.038
H 1.53729 -1.75920 1.10822 0.04 0.03 -0.15 0.084
H 2.52460 -0.88764 0.00927 -0.14 -0.15 -0.07 0.086
H -0.93227 1.35240 -1.95072 0.18 0.44 0.09 0.137
H -2.28963 1.25912 0.19910 -0.11 -0.36 -0.31 0.110
H -1.07766 -0.83218 1.48900 0.17 0.33 0.15 0.093
```
Forces are in eV/Å.

***

A structure of composition C28H34Br2N6OPt. Source: the OMol25 dataset; level of theory: wB97M-V/def2-TZVPD.

Output
**E**: -183892.3202 eV
**Gap between HOMO and LUMO (spin up / spin down)**: 0.2848 / 0.2093 Eh
**Multiplicity**: 5
**<S²>**: 6.06
**LUMO energy (spin up / spin down)**: -5.80 / -8.77 eV
**HOMO (spin up / spin down)**: -13.6 / -14.5 eV
**Net charge**: +2
**Energy relative to the best compared isomer or geometry (same formula, charge and spin)**: 51.9 kJ/mol

XYZ file:
```
72
Properties=species:S:1:pos:R:3:forces:R:3:lowdin_charge:R:1
Pt 0.03015 -0.48567 -0.34872 -0.99 0.15 -0.83 1.203
N 0.11748 2.79533 0.60618 0.02 -0.17 0.06 0.185
C -0.51464 2.72416 -0.55580 -0.27 0.09 -0.41 -0.432
N -0.89925 3.83493 -1.15098 0.02 0.65 0.13 0.195
C -1.49371 3.73501 -2.34069 0.35 -0.62 0.65 -0.411
N -1.90098 4.83256 -2.94890 -0.08 0.22 -0.13 0.215
N -1.68925 2.54633 -2.95764 -0.26 -0.38 -0.51 0.195
C -1.30712 1.47961 -2.30794 0.07 0.96 0.24 -0.284
N -0.73582 1.49335 -1.09371 0.28 -0.96 0.32 0.049
C -1.49689 0.17544 -2.95775 -0.32 -0.39 -0.68 -0.196
C -2.04946 0.08920 -4.23400 0.15 0.00 0.39 0.038
C -2.20961 -1.16176 -4.80593 0.06 -0.18 0.17 0.000
C -1.82739 -2.28706 -4.08464 0.01 0.24 0.00 -0.004
C -1.27815 -2.11657 -2.82226 -0.15 -0.46 -0.21 -0.105
N -1.11916 -0.91663 -2.28527 0.54 0.42 0.77 -0.007
H 0.27255 3.69529 1.02875 0.05 -0.03 -0.01 0.128
H 0.43650 1.94818 1.04760 0.01 0.21 0.19 -0.039
H -1.75164 5.72578 -2.50772 -0.03 -0.04 -0.05 0.132
H -2.34646 4.77631 -3.84970 0.03 0.01 0.05 0.129
H -2.33236 1.00005 -4.73759 -0.02 0.02 -0.02 0.123
H -2.62911 -1.26154 -5.79642 -0.02 0.00 -0.04 0.129
H -1.94356 -3.27903 -4.49237 -0.01 -0.07 0.00 0.123
H -0.97434 -2.96674 -2.22413 0.05 0.02 0.02 0.113
Br 0.48190 0.30615 3.04825 -0.02 -0.04 0.09 0.683
C 2.04712 1.23082 3.72494 0.20 0.11 -0.13 -0.963
Br 3.12493 1.93300 2.27189 -0.08 -0.10 0.34 0.633
H 2.63679 0.51341 4.28869 -0.07 0.10 -0.12 0.012
H 1.71497 2.06313 4.34225 0.02 -0.17 -0.15 0.017
C -3.98857 -0.94841 -0.11043 -0.03 -0.03 0.11 -0.039
C -3.88985 -1.23196 1.39200 0.07 0.12 -0.20 -0.355
C -3.17478 -0.09836 2.12546 -0.07 -0.11 0.01 -0.055
C -3.24647 -2.56881 1.64461 -0.38 0.12 -0.01 -0.088
C -4.01052 -3.61261 2.11275 0.07 0.33 -0.12 0.008
C -3.46419 -4.86583 2.37952 0.05 0.04 0.00 0.013
C -2.09835 -5.08013 2.20562 0.42 0.00 -0.07 0.006
C -1.26900 -4.09181 1.73745 0.03 -0.13 0.05 -0.087
C 0.20883 -4.33112 1.58074 0.15 0.15 -0.20 -0.341
C 1.05760 -3.27653 2.29952 -0.07 -0.13 -0.07 -0.067
C 0.60672 -4.39901 0.10130 -0.05 -0.12 0.15 -0.041
C -1.83799 -2.79572 1.37312 -0.46 -0.91 0.42 -0.243
O -1.08301 -1.95058 0.82868 0.26 0.81 -0.39 -0.167
H -4.47175 0.01318 -0.27287 -0.04 0.07 -0.04 0.091
H -4.58074 -1.71640 -0.60309 -0.03 -0.04 -0.13 0.092
H -2.99814 -0.92193 -0.56344 -0.01 0.02 -0.03 0.038
H -4.91119 -1.29160 1.78103 0.11 -0.02 0.01 0.142
H -2.17693 0.07011 1.72098 0.00 0.06 -0.02 0.015
H -3.08829 -0.32973 3.18305 0.07 0.06 0.18 0.091
H -3.74853 0.81820 2.02592 -0.03 0.15 0.00 0.091
H -5.06573 -3.46193 2.28021 -0.11 0.11 0.03 0.129
H -4.09317 -5.66237 2.74655 -0.06 -0.07 0.02 0.128
H -1.68450 -6.04797 2.45071 0.08 -0.05 0.02 0.130
H 0.43116 -5.30336 2.03388 -0.12 0.09 -0.06 0.144
H 1.09357 -2.34710 1.72688 0.05 -0.10 0.14 0.012
H 2.07234 -3.65082 2.41497 0.10 0.00 0.05 0.088
H 0.64824 -3.06752 3.28479 0.08 0.11 0.14 0.085
H 0.43677 -3.43664 -0.38650 0.03 -0.05 -0.03 0.037
H 0.04349 -5.17187 -0.41564 -0.04 -0.06 -0.15 0.094
H 1.66449 -4.63630 0.02585 0.14 -0.03 -0.08 0.078
C 2.15742 -0.36146 -0.87723 1.08 -0.32 0.22 -0.162
C 2.80496 -1.62810 -1.07696 -0.19 0.47 -0.05 -0.301
C 3.71306 -2.14935 -0.12309 0.23 -0.20 0.18 -0.011
C 4.39440 -3.32183 -0.36033 -0.07 0.24 0.24 -0.038
C 4.18373 -4.02463 -1.54557 -0.08 -0.01 -0.02 -0.016
C 3.27555 -3.54515 -2.49006 -0.20 0.20 -0.15 -0.040
C 2.60402 -2.36585 -2.26979 -0.01 -0.29 -0.18 -0.027
H 2.61769 0.25127 -0.09908 -0.18 -0.06 -0.03 0.013
H 1.99730 0.18590 -1.81486 -0.34 -0.03 0.01 0.086
H 3.88631 -1.59138 0.78524 0.02 0.05 0.11 0.123
H 5.10094 -3.70374 0.36158 0.03 0.05 0.08 0.123
H 4.72101 -4.94237 -1.73562 0.04 -0.04 0.00 0.126
H 3.12094 -4.10255 -3.39929 -0.04 -0.02 -0.15 0.120
H 1.91592 -1.97446 -3.00637 -0.04 0.00 -0.11 0.115
```
Forces are in eV/Å.

***

A structure of composition C21H26F5N9OPPdS. Source: the OMol25 dataset; level of theory: wB97M-V/def2-TZVPD.

Output
**E**: -74820.0613 eV
**Gap between HOMO and LUMO (spin up / spin down)**: 0.2656 / 0.2037 Eh
**Multiplicity**: 5
**<S²>**: 6.06
**LUMO energy (spin up / spin down)**: -8.86 / -11.45 eV
**HOMO (spin up / spin down)**: -16.1 / -17.0 eV
**Net charge**: +3
**Energy relative to the best compared isomer or geometry (same formula, charge and spin)**: 36.1 kJ/mol

XYZ file:
```
65
Properties=species:S:1:pos:R:3:forces:R:3:lowdin_charge:R:1
Pd 0.39106 0.59055 0.42964 -0.36 0.49 0.06 0.658
N -1.80799 4.53816 0.93250 0.05 0.09 -0.07 0.170
C -1.30516 3.32507 0.85590 -0.23 0.12 0.26 -0.786
S -0.33384 2.82585 -0.43277 0.09 0.00 0.06 0.744
N -1.70047 2.54586 1.95753 0.34 -0.09 -0.44 0.082
N -1.18340 1.34666 1.92819 -0.13 -0.06 0.30 -0.086
C -1.40166 0.64035 3.01876 0.12 -0.38 -0.03 0.012
C -0.88665 -0.70927 3.09893 -0.10 0.30 -0.17 -0.263
C -1.05184 -1.44873 4.26236 -0.01 -0.10 0.07 0.036
C -0.53480 -2.74026 4.31344 -0.04 0.03 0.06 0.003
C 0.11553 -3.23322 3.20121 0.01 -0.02 -0.06 0.010
C 0.23484 -2.42223 2.06494 -0.07 0.03 0.04 -0.103
N -0.25009 -1.19256 2.00190 0.26 -0.27 0.15 0.042
H -1.58480 5.23585 0.23717 -0.04 0.02 0.02 0.133
H -2.39072 4.79834 1.71799 0.00 -0.02 0.00 0.144
H -1.93649 1.08285 3.85481 -0.04 0.01 -0.04 0.151
H -1.57586 -1.02170 5.10811 0.01 0.00 -0.01 0.137
H -0.64147 -3.34154 5.20654 0.00 0.01 -0.01 0.136
H 0.53455 -4.23051 3.19625 0.00 0.01 -0.02 0.131
H 0.74948 -2.78616 1.18322 0.03 0.00 0.01 0.119
C -3.38995 -2.49134 -2.31739 0.00 0.08 0.02 -0.089
N -3.79415 -1.05146 -1.92291 0.08 0.02 0.02 -0.060
C -3.69042 -0.16835 -3.19149 0.00 -0.04 0.06 -0.086
N -2.39182 -0.25440 -3.75168 0.03 0.00 0.03 -0.137
C -2.06142 -1.63897 -4.08848 0.01 -0.01 0.01 -0.126
N -2.09940 -2.50231 -2.90513 0.00 0.04 0.00 -0.137
C -1.02186 -2.21064 -1.96056 -0.03 0.05 0.03 -0.273
P -1.13808 -0.47298 -1.31659 0.11 0.07 0.02 0.988
C -2.92097 -0.52449 -0.81875 -0.11 -0.04 -0.10 -0.242
C -1.36049 0.39065 -2.93807 0.01 -0.06 0.02 -0.287
H -4.14670 -2.82642 -3.02546 0.00 -0.02 -0.02 0.155
H -3.43650 -3.09200 -1.41012 0.02 -0.02 0.00 0.149
H -4.76609 -1.05994 -1.60763 -0.01 0.00 -0.01 0.188
H -3.94238 0.84729 -2.89024 0.01 0.02 -0.01 0.150
H -4.44335 -0.55170 -3.87898 0.00 0.00 -0.02 0.155
H -1.06855 -1.67676 -4.53132 0.00 0.00 -0.01 0.147
H -2.78081 -2.00926 -4.81860 -0.01 0.00 -0.01 0.150
H -0.06030 -2.33797 -2.45924 0.01 -0.01 -0.01 0.106
H -1.05382 -2.91801 -1.12954 -0.01 -0.02 0.00 0.097
H -3.26194 0.47988 -0.56252 -0.02 0.01 0.00 0.102
H -3.04861 -1.16646 0.05415 -0.01 0.00 0.01 0.104
H -0.40951 0.37795 -3.47232 0.01 0.01 -0.01 0.109
H -1.61660 1.43570 -2.75976 -0.02 0.02 -0.02 0.078
F 1.09547 2.91060 2.89311 -0.08 0.02 -0.01 0.098
C 2.06714 1.99632 2.82190 -0.24 -0.14 -0.39 -0.230
C 1.98203 0.97211 1.86967 0.38 -0.07 0.02 0.017
C 3.08288 0.03802 1.85525 -0.28 0.21 0.04 -0.198
F 3.03946 -0.96804 1.00122 -0.13 0.04 -0.07 0.133
C 4.16963 0.11567 2.67898 0.11 0.34 0.34 -0.135
F 5.16698 -0.73440 2.65256 0.04 -0.12 -0.07 0.194
C 4.19708 1.17209 3.60453 -0.27 -0.10 -0.26 -0.050
F 5.18666 1.30460 4.40747 0.19 0.04 0.17 0.272
C 3.11957 2.12894 3.67809 0.37 -0.21 0.06 -0.100
F 3.22113 3.07843 4.55886 -0.04 0.06 0.02 0.227
C 3.78595 -0.45308 -3.04196 0.01 0.07 0.04 -0.025
N 3.89471 0.79871 -2.29848 0.02 -0.15 -0.05 0.052
C 2.94672 1.26918 -1.48769 -0.14 0.14 0.03 -0.592
N 3.20435 2.42528 -0.82215 0.13 -0.16 0.18 0.194
O 1.84909 0.67547 -1.33126 0.00 -0.37 -0.09 -0.165
H 3.84723 -0.26250 -4.11128 0.01 0.01 -0.01 0.098
H 2.82723 -0.90527 -2.81253 -0.01 0.00 0.01 0.070
H 4.58185 -1.13641 -2.75325 0.02 0.01 0.00 0.097
H 4.73333 1.34226 -2.42455 0.00 0.01 -0.03 0.156
H 4.03175 2.96799 -1.00319 -0.02 0.04 -0.05 0.124
H 2.43321 2.88266 -0.36927 -0.04 0.07 -0.06 0.052
```
Forces are in eV/Å.

***

A structure of composition C14H15IrN9O2S2SbSe5. Source: the OMol25 dataset; level of theory: wB97M-V/def2-TZVPD.

Output
**E**: -390048.3478 eV
**Gap between HOMO and LUMO (spin up / spin down)**: 0.2122 / 0.1916 Eh
**Multiplicity**: 2
**<S²>**: 0.76
**LUMO energy (spin up / spin down)**: 1.32 / 0.74 eV
**HOMO (spin up / spin down)**: -4.5 / -4.5 eV
**Net charge**: -1
**Energy relative to the best compared isomer or geometry (same formula, charge and spin)**: 265.6 kJ/mol

XYZ file:
```
49
Properties=species:S:1:pos:R:3:forces:R:3:lowdin_charge:R:1
Ir -0.82823 -0.65879 0.28944 -0.03 3.65 -1.02 0.452
Se 2.28105 -5.37391 0.34353 -0.73 0.22 -0.34 -0.237
Sb 0.23236 -4.20154 0.92860 0.58 0.30 -0.27 -0.091
Se 1.00677 -1.71715 1.26151 0.80 -0.49 0.83 0.063
Se -1.41538 -2.56456 -0.87864 -0.09 -2.54 0.33 -0.051
Se -0.36569 -4.86457 3.18917 -0.43 0.36 -0.53 -0.225
N 2.06187 0.05459 7.35262 0.02 0.03 -0.20 0.098
C 1.28310 0.29308 6.23022 0.07 -0.03 0.06 -0.314
C 1.05001 1.60462 5.79893 -0.01 0.03 0.00 -0.033
C 0.30286 1.84759 4.66437 -0.12 -0.09 -0.04 -0.062
C -0.22653 0.77426 3.95117 -0.13 -0.16 0.12 -0.294
C -0.00590 -0.53578 4.37131 -0.05 0.04 0.02 -0.084
C 0.75651 -0.77228 5.49699 -0.01 0.00 0.04 -0.013
S -1.18480 1.06048 2.51497 0.43 0.66 -0.11 0.595
O -2.01084 2.21547 2.68628 -0.17 -0.16 0.31 -0.272
O -1.87890 -0.22704 2.21127 0.68 -0.47 -0.82 -0.448
N -0.21996 1.17772 1.22189 -0.19 0.33 0.58 -0.294
C 0.41614 2.35066 0.91288 -0.07 -0.20 0.07 -0.457
N 0.57457 3.29506 1.85564 0.03 -0.01 -0.02 0.134
C 1.16428 4.42321 1.48789 -0.10 -0.20 0.09 -0.120
C 1.61976 4.65751 0.20075 0.04 0.05 0.02 -0.063
C 1.46209 3.60692 -0.68112 -0.06 -0.18 -0.02 -0.123
N 0.87078 2.46781 -0.34561 -0.09 0.01 -0.15 0.091
H 2.15095 0.80315 8.01570 -0.02 0.01 0.04 0.084
H 2.00525 -0.86356 7.75587 -0.03 -0.01 0.04 0.088
H 1.46232 2.43335 6.36479 -0.01 -0.02 -0.03 0.107
H 0.11802 2.85226 4.31339 0.01 0.02 0.04 0.098
H -0.44349 -1.36854 3.83793 0.04 0.00 -0.02 0.071
H 0.93942 -1.79464 5.80993 -0.03 0.04 -0.01 0.118
H 1.28953 5.16627 2.27062 -0.03 0.01 -0.04 0.110
H 2.08541 5.58897 -0.08582 0.02 -0.05 0.01 0.094
H 1.82468 3.66601 -1.70221 0.01 0.03 0.00 0.113
C 0.63502 0.41232 -4.76599 -0.04 0.08 0.05 -0.003
C -0.59400 0.76694 -4.01427 0.31 -0.06 0.05 -0.316
N -1.68387 1.26701 -4.49435 -0.21 0.09 0.09 0.124
N -2.50838 1.38169 -3.40096 0.04 0.02 -0.16 0.031
C -1.95602 0.93754 -2.26640 -0.32 0.01 0.08 -0.753
S -2.63212 0.83514 -0.73527 -0.06 -0.33 0.08 0.666
N -0.72154 0.56459 -2.65476 0.25 -0.09 -0.17 -0.066
N 0.24043 0.10636 -1.76830 -0.43 -0.78 1.29 0.033
H 0.52768 0.73898 -5.79681 -0.03 0.00 0.01 0.083
H 0.79620 -0.66661 -4.74186 0.03 0.02 0.01 0.093
H 1.51339 0.88019 -4.31726 -0.02 -0.07 -0.01 0.073
H -3.44782 1.71958 -3.49628 -0.04 -0.01 -0.04 0.150
H 0.92904 -0.47099 -2.24646 -0.01 -0.27 0.04 0.050
H 0.70004 0.90719 -1.30163 0.05 0.29 -0.17 0.042
Se 3.26849 -0.05092 0.40808 0.10 -0.12 0.05 0.514
C 3.16847 -0.41497 -1.36557 -0.03 0.13 -0.27 -0.876
N 3.01920 -0.57640 -2.50676 0.07 -0.05 0.10 0.021
```
Forces are in eV/Å.

***

For each record above, in turn, the calculated maximum force values are 0.493, 1.306, 0.611, 3.792 eV/A.